Density functional theory data (the ωB97M-V functional and the def2-TZVPD basis) for a molecular structure, C48H41BrCoN5O5S3 at a distorted geometry.

```
104
Properties=species:S:1:pos:R:3:mulliken_spin:R:1
Co 4.180 -3.656 -1.148 2.6252
N 2.788 -3.114 -2.309 0.0579
N 1.681 -3.775 -1.730 -0.0036
C 1.432 -3.647 -0.399 -0.0011
N 0.205 -4.128 -0.074 0.0088
S 2.542 -2.738 0.498 0.0691
H 2.683 -2.097 -2.321 -0.0013
H 2.971 -3.406 -3.342 0.0018
H 1.100 -4.396 -2.337 -0.0028
H -0.462 -4.415 -0.849 -0.0005
H -0.341 -3.761 0.718 -0.0012
C -9.090 -2.833 1.837 0.0000
C -8.047 -2.153 0.987 0.0000
C -7.957 -0.717 0.817 0.0007
C -6.876 -0.187 0.134 0.0001
C -5.762 -1.035 -0.137 -0.0013
C -5.878 -2.380 -0.067 -0.0008
C -7.086 -2.941 0.393 0.0000
S -4.173 -0.271 -0.557 0.0027
O -4.434 0.691 -1.672 0.0069
C -3.824 0.687 0.949 0.0241
C -4.120 0.012 2.152 0.0071
C -3.919 0.666 3.376 0.0085
C -3.563 2.033 3.343 -0.0087
C -3.375 2.724 4.585 0.0060
C -3.164 4.076 4.554 -0.0039
C -3.060 4.836 3.367 0.0077
C -3.129 4.194 2.149 -0.0056
C -3.412 2.787 2.132 0.0418
C -3.483 2.032 0.842 0.0158
C -2.947 2.622 -0.387 0.0173
C -3.671 3.395 -1.345 0.0104
C -4.923 4.029 -1.010 0.0399
C -5.650 4.630 -2.011 -0.0104
C -5.165 4.764 -3.302 0.0178
C -3.938 4.233 -3.683 0.0000
C -3.150 3.563 -2.700 0.0009
C -1.844 3.059 -2.967 0.0406
C -1.094 2.565 -1.931 0.0012
C -1.601 2.375 -0.665 0.0415
S -0.484 1.695 0.446 0.2489
O 0.195 0.593 -0.273 0.2975
C 0.674 3.044 0.707 0.0875
C 1.941 2.717 1.187 0.0158
C 2.917 3.643 1.408 -0.0061
C 2.571 5.038 1.399 0.0578
C 3.576 6.102 1.726 -0.0030
C 1.235 5.346 1.050 0.0038
C 0.309 4.380 0.673 0.0170
H -9.598 -2.094 2.503 0.0000
H -8.614 -3.581 2.461 0.0000
H -9.786 -3.400 1.143 0.0000
H -8.708 -0.073 1.233 0.0000
H -6.826 0.888 -0.078 0.0006
H -5.030 -2.989 -0.422 -0.0002
H -7.046 -4.001 0.688 0.0000
H -4.377 -1.062 2.082 0.0006
H -4.178 0.211 4.366 0.0001
H -3.278 2.160 5.527 -0.0001
H -3.073 4.586 5.495 -0.0001
H -2.890 5.906 3.444 0.0005
H -3.005 4.684 1.189 -0.0013
H -5.309 3.994 0.024 0.0015
H -6.619 5.040 -1.722 0.0001
H -5.713 5.350 -4.068 0.0007
H -3.430 4.264 -4.672 -0.0001
H -1.505 3.036 -4.003 0.0018
H -0.019 2.219 -2.074 0.0053
H 2.094 1.641 1.379 -0.0042
H 3.968 3.346 1.585 -0.0002
H 4.537 5.633 2.116 -0.0001
H 3.255 6.745 2.533 0.0038
H 3.855 6.740 0.893 0.0061
H 0.880 6.382 0.989 0.0011
H -0.703 4.702 0.367 0.0046
Br 8.448 -11.011 -0.384 0.0001
C 7.517 -9.331 -0.320 0.0004
C 6.122 -9.153 -0.441 -0.0006
C 5.618 -7.897 -0.189 0.0009
C 6.430 -6.818 0.210 0.0056
C 7.823 -7.017 0.269 0.0038
C 8.361 -8.263 -0.080 0.0001
C 5.826 -5.410 0.234 -0.0289
O 6.098 -4.490 1.044 0.0129
O 4.903 -5.357 -0.730 0.1584
H 5.431 -9.904 -0.800 0.0000
H 4.547 -7.654 -0.272 0.0002
H 8.465 -6.191 0.542 0.0001
H 9.440 -8.413 -0.307 0.0001
N 5.716 2.780 -2.642 0.0006
C 5.579 2.117 -1.470 0.0009
O 5.662 2.708 -0.364 0.0016
C 5.529 0.634 -1.555 0.0126
C 5.242 -0.068 -2.734 -0.0106
C 5.186 -1.455 -2.684 0.0256
N 5.243 -2.156 -1.482 0.0507
C 5.505 -1.443 -0.422 0.0312
C 5.604 -0.047 -0.386 -0.0126
H 6.225 3.656 -2.498 0.0000
H 5.791 2.241 -3.530 0.0000
H 4.828 0.382 -3.671 0.0003
H 5.138 -2.078 -3.569 0.0008
H 5.668 -2.021 0.501 -0.0064
H 5.794 0.450 0.540 -0.0001
```

Results
Orbital gap (spin up / spin down) ... 6.28 / 2.99 eV
E ... -208286.6646 eV
E_LUMO (spin up / spin down) ... -5.35 / -8.64 eV
Energy relative to the best compared isomer or geometry (same formula, charge and spin) ... 109.1 kJ/mol
Total charge ... +2
2S+1 ... 5